Record 1
Density functional theory data (ωB97M-V/def2-TZVPD) for 2 unconnected molecules or ions with the total composition C2HIN2O2 in a non-equilibrium geometry.

Cartesian coordinates (Å):
C -0.05116 -0.14501 -0.83638
C -1.57305 -0.51585 1.13949
N 1.01120 0.39874 -0.51978
N 1.55184 1.13181 0.24485
O -1.45409 -1.66225 1.17993
O -1.65817 0.61577 1.05652
I -0.37794 -0.82196 -2.76553
H 2.55137 0.99876 0.50091

Cartesian forces, eV/Å:
C 2.00 -0.76 -1.40
C 0.40 -1.75 -0.23
N -2.99 -2.17 -0.32
N 2.65 3.43 1.43
O -0.24 -0.80 0.43
O -0.67 2.57 0.44
I -0.20 0.34 0.00
H -0.94 -0.85 -0.35

Kohn-Sham gap (spin up / spin down)   0.2895 / 0.2895 hartree
LUMO energy (spin up / spin down)   -0.9934 / -0.9923 eV
Net charge   0

Record 2
Density functional theory data (ωB97M-V/def2-TZVPD) for 6 unconnected molecules or ions with the total composition C19H31BO24S6 in a non-equilibrium geometry.

Cartesian coordinates (Å):
C 2.06948 0.04438 -4.47137
C 2.56541 -0.45571 -5.92801
S 4.38046 -0.84843 -6.05594
C 5.10947 -1.26942 -4.39718
C 4.21881 -2.36474 -3.59902
C 3.76493 -3.61430 -4.16137
C 2.84202 -4.53060 -3.18657
O 2.86584 -5.80091 -3.26390
C 1.87737 -3.69144 -2.16914
C 2.32600 -2.41294 -1.60984
B 1.44632 -1.46574 -0.61941
O 1.81695 -0.14078 -0.16619
O 0.17863 -1.98971 -0.08453
C 3.80627 -1.94866 -2.07244
O 4.62292 -1.27182 -1.36250
H 1.39729 -0.81084 -4.04064
H 1.37479 0.96731 -4.54278
H 2.90483 0.21003 -3.69943
H 1.94237 -1.35292 -6.29489
H 2.37331 0.43322 -6.66184
H 5.16399 -0.27309 -3.78997
H 6.21802 -1.60311 -4.51959
H 4.04774 -3.88622 -5.23914
H 0.81930 -4.07472 -1.89943
H 2.79851 -0.07074 -0.05330
H -0.44335 -1.99117 -0.86826
O -2.14596 2.64747 4.19148
S -2.44471 1.46905 3.42732
O -3.78781 1.02643 3.16979
O -1.60045 0.22899 4.05755
C -0.75463 -0.32803 3.03843
C -0.44875 0.82082 2.08497
O -1.66291 1.56676 2.00444
H -1.31245 -1.12019 2.53053
H 0.14876 -0.74848 3.48240
H -0.14363 0.47265 1.09753
H 0.32043 1.47379 2.49058
O -0.51580 -0.00628 5.67510
S 0.55590 0.94851 5.59091
O 0.73777 1.82881 4.47789
O 1.95392 0.16474 5.86220
C 2.61489 0.74411 6.98707
C 1.50373 1.30832 7.86224
O 0.54575 1.84133 6.94854
H 3.27269 1.53903 6.62352
H 3.20936 -0.00801 7.50852
H 1.86177 2.08376 8.54062
H 1.01595 0.51710 8.43976
O -9.46387 1.07696 0.48358
S -8.41330 2.04218 0.32303
O -8.29509 2.87928 -0.83540
O -6.99384 1.29096 0.56733
C -6.29702 1.92436 1.64201
C -7.38043 2.50544 2.53902
O -8.38373 2.98748 1.64484
H -5.66771 2.71416 1.22133
H -5.66968 1.20282 2.16752
H -7.00826 3.31209 3.17176
H -7.83121 1.73020 3.16619
O -2.15263 -6.10879 0.65016
S -2.04291 -4.90292 -0.11851
O -0.81958 -4.48460 -0.74180
O -2.61307 -3.67527 0.77971
C -3.69483 -3.04363 0.09441
C -4.31854 -4.13336 -0.76637
O -3.21669 -4.90622 -1.24243
H -3.28378 -2.23951 -0.52335
H -4.40558 -2.62446 0.80861
H -4.89312 -3.72735 -1.59984
H -4.95874 -4.78988 -0.16934
O 5.25881 2.31923 -3.96911
S 4.19628 3.24374 -4.24689
O 3.47032 3.24900 -5.48331
O 4.74398 4.74616 -3.96047
C 3.92857 5.37094 -2.96907
C 3.39468 4.23334 -2.10957
O 3.12751 3.17121 -3.02424
H 3.11520 5.89603 -3.47843
H 4.51449 6.08609 -2.38919
H 2.49021 4.51090 -1.56673
H 4.15205 3.88584 -1.40017

Cartesian forces, eV/Å:
C -1.09 -1.04 0.26
C -1.01 1.02 0.44
S 0.23 -0.24 -0.09
C -0.48 0.27 1.75
C -0.72 -1.77 -0.64
C 0.27 2.94 2.55
C 0.39 -2.19 -1.00
O -0.43 5.49 0.55
C 1.30 2.82 0.96
C 0.72 -2.71 -1.95
B -0.82 0.39 1.37
O 0.62 -2.95 -0.44
O 1.30 1.88 -2.68
C 1.41 0.81 0.44
O -3.70 -2.54 -2.66
H 1.24 1.52 -0.59
H 1.43 -1.40 0.08
H -1.18 -0.01 -1.38
H 1.05 1.39 0.71
H 0.67 -1.75 1.17
H -0.16 -2.01 -0.85
H -2.13 0.42 -0.18
H -0.55 0.11 1.92
H 2.18 0.38 -0.51
H -0.97 0.00 -0.59
H 0.79 -0.51 1.39
O -0.80 -0.97 -0.43
S 1.07 -0.60 -0.32
O 0.71 0.69 0.30
O -2.93 1.65 -4.10
C -0.23 -0.23 -0.83
C 0.78 -0.24 -0.03
O -1.14 -0.06 0.68
H 0.15 -0.01 0.02
H -0.24 0.09 0.09
H -0.34 0.04 0.09
H -0.05 -0.15 -0.18
O 3.84 0.75 3.10
S -0.33 -0.54 1.50
O -0.15 -0.57 0.91
O -0.74 0.22 -0.06
C 0.37 0.49 0.27
C 0.10 -0.56 0.36
O 0.32 -0.09 -0.97
H -0.02 -0.04 0.08
H -0.18 -0.06 -0.22
H -0.18 0.08 -0.24
H 0.10 0.04 0.01
O 0.83 0.78 -0.45
S 0.05 -0.01 0.14
O -0.39 -0.72 0.89
O -1.07 0.21 -0.01
C 0.44 0.40 0.38
C 0.21 -0.56 0.38
O 0.17 -0.21 -0.97
H -0.01 -0.04 0.08
H -0.25 0.06 -0.28
H -0.18 0.05 -0.24
H 0.10 0.04 0.00
O 0.48 1.13 -0.66
S -0.38 -0.29 0.24
O -1.11 -0.73 0.41
O 0.17 -0.87 -0.39
C -0.25 0.38 -0.46
C -0.53 0.02 0.49
O 0.92 0.37 0.36
H -0.10 0.00 0.02
H 0.24 -0.15 0.07
H 0.27 -0.14 -0.05
H -0.01 0.11 -0.03
O -0.87 0.72 -0.49
S 0.05 -0.06 -0.03
O 0.64 -0.29 1.02
O -0.11 -0.94 0.11
C -0.56 0.30 0.15
C 0.46 0.22 0.46
O 0.25 0.24 -0.86
H 0.03 -0.02 0.08
H 0.12 -0.18 -0.20
H -0.02 -0.20 -0.24
H -0.05 0.09 0.00

Kohn-Sham gap   0.2585 hartree
LUMO energy   -1.5372 eV
Net charge   0
SMILES   CCSCC1=CC(=O)C=C(B(O)O)C1=O.O=S1(=O)OCCO1.O=S1(=O)OCCO1.O=S1(=O)OCCO1.O=S1(=O)OCCO1.O=S1(=O)OCCO1

Record 3
Density functional theory data (ωB97M-V/def2-TZVPD) for 2 unconnected molecules or ions with the total composition C5H7N2P in a non-equilibrium geometry.

Cartesian coordinates (Å):
H -0.78344 -2.98950 0.06304
N -0.13313 -2.28236 -0.28246
C -0.18035 -1.04645 0.10469
C 0.46341 0.19033 -0.22398
P 0.81225 1.79865 0.05991
C -0.36640 1.94002 1.35417
C -1.18324 0.86400 1.66696
C -1.04320 -0.33987 1.09083
H -0.36838 2.78324 2.03071
H -1.89706 0.95595 2.41619
H -1.82397 -1.11624 1.30037
N 1.92051 -0.28175 -2.43012
H 1.64774 -0.64929 -1.43806
H 1.35294 -0.53839 -3.24301
H 1.58231 0.71166 -2.46924

Cartesian forces, eV/Å:
H 0.13 0.84 0.42
N 0.25 1.70 -0.25
C 1.35 0.22 -1.05
C -1.43 -1.93 0.52
P -0.38 0.20 0.81
C 0.58 0.28 -0.33
C 1.78 0.37 -0.89
C -1.94 -2.87 0.03
H 0.14 0.39 -0.41
H -1.29 0.22 1.19
H 0.48 0.79 0.09
N -0.93 1.89 1.06
H 0.34 0.09 -2.77
H -0.13 -1.49 0.86
H 1.05 -0.68 0.72

Kohn-Sham gap (spin up / spin down)   0.2456 / 0.2456 hartree
LUMO energy (spin up / spin down)   -1.3903 / -1.3907 eV
Net charge   0
SMILES   [H]/N=C1/C#P=CC=C1.N

Record 4
Density functional theory data (ωB97M-V/def2-TZVPD) for 3 unconnected molecules or ions with the total composition C36H51BClF2N5O13PS2 in a non-equilibrium geometry.

Cartesian coordinates (Å):
C 3.69454 4.10446 2.23392
C 2.92372 3.32235 1.20440
O 1.51775 3.26661 1.55072
B 0.67239 4.03746 0.78901
O 0.27893 5.24750 1.23847
C 0.15837 3.40776 -0.61373
C -0.11134 4.43352 -1.73155
C 1.22696 4.95393 -2.30018
C 1.79259 6.23482 -1.71287
N -0.91289 5.55785 -1.30758
C -1.57922 6.23751 -2.05089
S -2.40752 7.15053 -2.97823
O -0.82878 3.80372 -2.79701
C -0.52857 2.43228 -3.04391
C -1.26120 2.06904 -4.31266
C -0.72283 1.47352 -1.79694
C -1.87687 0.45342 -1.94988
C -1.87402 -0.82267 -1.05328
C -2.37059 -2.06788 -1.78448
C -2.36274 -3.35122 -0.95177
S -0.78550 -3.71730 -0.23238
O -0.56269 -2.91168 0.91694
O 0.20569 -3.77941 -1.24403
Cl -1.05615 -5.62077 0.43994
N 0.57633 0.70836 -1.75978
C 0.90375 -0.09959 -2.88008
O 0.84633 -1.27712 -2.92244
F 1.35980 0.61887 -3.90458
C 1.56386 0.56933 -0.74570
O 2.59249 1.15591 -0.73183
F 1.27878 -0.35890 0.15320
N -0.92623 2.34962 -0.57607
C -1.00806 1.49269 0.65277
C -1.01747 2.07449 2.06597
C -2.02947 1.25764 2.87885
C -1.55533 -0.14881 3.12703
O -2.47987 -0.80865 4.01766
C -3.34151 -1.67135 3.41024
C -4.78087 -1.37837 3.66948
O -2.96273 -2.58863 2.72877
P -2.73943 3.14000 -0.53608
C -2.89403 4.61223 0.51293
C -3.65137 3.40940 -2.07095
H 3.44125 3.73975 3.22599
H 4.75916 3.93734 2.09813
H 3.49053 5.17214 2.19170
H 3.32085 2.31670 1.13253
H 3.05944 3.77186 0.21609
H 0.96527 5.65724 1.78390
H 1.09428 2.97746 -0.96134
H 1.97312 4.16117 -2.32531
H 0.97920 5.17143 -3.33877
H 2.74658 6.42451 -2.20000
H 1.16799 7.09123 -1.93556
H 1.99935 6.18029 -0.64764
H 0.52413 2.43665 -3.29263
H -2.31809 2.30889 -4.28091
H -0.82197 2.65938 -5.11132
H -1.12314 1.03429 -4.60365
H -2.84220 0.91093 -1.75573
H -1.91738 0.09344 -2.97206
H -2.59174 -0.67099 -0.24812
H -0.92525 -1.01252 -0.57358
H -3.42717 -1.89447 -1.99373
H -1.88326 -2.20237 -2.74745
H -2.62721 -4.21321 -1.55556
H -3.05821 -3.27288 -0.11842
H -0.33444 0.65297 0.61777
H -1.97252 1.01716 0.54811
H -0.03515 1.92788 2.50317
H -1.23816 3.12887 2.20377
H -2.95871 1.22667 2.30496
H -2.25941 1.77875 3.80418
H -1.50330 -0.73247 2.20866
H -0.59048 -0.16566 3.62594
H -5.32237 -2.31574 3.70052
H -4.90045 -0.88048 4.62667
H -5.17268 -0.72775 2.89230
H -2.07200 4.83362 1.18180
H -3.06323 5.51232 -0.07071
H -3.78538 4.42552 1.10608
H -4.66483 3.59849 -1.71795
H -3.67215 2.55729 -2.73603
H -3.34952 4.27675 -2.65428
C 1.97713 -5.68401 -4.16057
C 2.58532 -5.02004 -3.10297
C 3.94117 -5.18762 -2.87025
C 4.66129 -6.01703 -3.70766
C 4.07584 -6.69136 -4.76132
C 2.71901 -6.52001 -4.98491
N 6.10996 -6.17990 -3.47332
O 6.59488 -5.58928 -2.52867
O 6.72672 -6.88978 -4.24013
H 0.91878 -5.54854 -4.34228
H 2.00445 -4.37343 -2.46320
H 4.43138 -4.68088 -2.05281
H 4.66750 -7.33536 -5.39401
H 2.24284 -7.03863 -5.80555
C 0.09019 -4.72026 3.86027
C 1.10717 -5.52902 4.35012
C 1.80708 -5.15643 5.48762
C 1.46566 -3.97454 6.11584
C 0.45792 -3.15414 5.64554
C -0.23045 -3.53561 4.50656
N 2.19364 -3.57595 7.33558
O 3.08779 -4.30015 7.71957
O 1.85342 -2.54314 7.87922
H -0.45568 -5.00889 2.97222
H 1.35887 -6.45258 3.84688
H 2.60195 -5.77314 5.87905
H 0.21643 -2.23794 6.16328
H -1.02635 -2.91754 4.11868

Cartesian forces, eV/Å:
C -0.07 -0.10 0.24
C 0.32 0.04 0.02
O 0.62 0.16 -0.58
B -0.33 -0.62 0.67
O 0.21 0.50 -0.61
C 0.21 0.89 0.09
C 0.58 -0.17 -0.11
C -0.40 0.35 -0.39
C 0.53 -0.15 -0.06
N -0.19 -0.32 -0.34
C 0.59 -0.18 0.17
S -0.50 0.45 -0.27
O -0.89 -0.33 0.68
C 0.21 0.89 -0.23
C 0.09 0.14 -0.31
C -0.28 -0.27 -0.62
C -0.19 -0.87 0.56
C -0.20 0.14 0.06
C -0.20 0.22 -0.10
C -0.21 0.12 0.01
S 0.09 -0.23 0.31
O -0.02 0.40 0.37
O 0.27 -0.02 -0.63
Cl -0.18 0.01 -0.16
N -0.05 0.06 0.55
C -0.03 -0.43 0.15
O 0.02 0.27 -0.04
F 0.02 -0.09 -0.22
C 0.22 0.28 -0.30
O -0.29 -0.32 0.02
F 0.15 -0.23 0.11
N 1.24 1.16 -0.56
C -0.68 -0.37 0.38
C 0.22 -0.40 0.39
C -0.27 0.56 -0.31
C -0.02 -0.53 0.50
O -0.30 0.46 -0.36
C 0.05 -0.49 -0.19
C 0.00 -0.18 0.77
O 0.00 0.40 -0.13
P -2.06 -2.49 1.58
C 0.23 0.98 -0.65
C 0.79 1.39 -0.76
H -0.04 0.01 0.12
H 0.15 0.13 -0.11
H 0.01 0.13 -0.01
H -0.21 -0.18 0.12
H -0.09 0.01 -0.13
H -0.36 -0.15 0.43
H -0.11 -0.72 0.08
H 0.05 -0.12 0.11
H 0.08 -0.03 -0.18
H 0.12 0.03 -0.03
H -0.22 0.08 0.20
H -0.14 0.05 0.15
H 0.21 -0.31 0.24
H -0.13 -0.10 0.11
H -0.01 0.14 -0.08
H -0.02 -0.17 0.04
H 0.05 0.37 -0.22
H 0.23 0.19 -0.23
H 0.06 0.05 0.26
H 0.34 0.02 -0.12
H -0.11 -0.08 -0.26
H 0.29 -0.13 0.04
H -0.03 -0.09 -0.09
H 0.02 -0.08 0.18
H 0.47 0.35 -0.16
H -0.19 0.08 -0.18
H 0.12 0.13 0.06
H -0.14 0.12 -0.45
H -0.21 -0.01 0.09
H 0.13 -0.15 0.26
H 0.25 -0.11 -0.07
H 0.19 0.02 -0.05
H -0.20 -0.05 -0.23
H -0.01 0.15 0.04
H -0.02 0.02 -0.15
H 0.19 -0.17 -0.01
H 0.00 0.11 -0.02
H -0.08 -0.31 0.10
H -0.11 -0.12 0.30
H 0.01 -0.27 0.19
H 0.01 0.07 -0.09
C 0.04 -0.01 0.00
C 0.02 -0.02 -0.08
C -0.07 0.11 0.10
C 0.01 0.00 0.00
C -0.04 -0.09 -0.13
C -0.04 0.05 0.04
N 0.01 -0.01 0.02
O 0.00 -0.02 -0.04
O -0.01 0.02 0.03
H -0.01 -0.01 0.01
H 0.01 -0.01 0.01
H 0.07 -0.03 -0.02
H 0.07 0.02 0.03
H 0.00 -0.01 -0.01
C 0.06 -0.07 0.02
C -0.04 0.05 -0.03
C 0.06 -0.14 -0.05
C -0.01 -0.01 0.00
C -0.10 0.11 -0.03
C -0.02 0.01 -0.02
N 0.03 0.02 -0.01
O -0.03 0.02 0.00
O 0.03 -0.02 -0.01
H 0.02 0.03 0.08
H 0.01 -0.01 0.00
H 0.01 0.04 0.07
H 0.04 -0.02 0.07
H 0.02 0.01 -0.01

Kohn-Sham gap   0.3050 hartree
LUMO energy   -2.9849 eV
Net charge   +1